# CHI3S

A molecular structure, CHI3S in a non-equilibrium geometry (wB97M-V/def2-TZVPD, OMol25).

For the energy above the lowest of the compared OMol25 structures with the same formula, charge and spin, the calculation gives 73.9 kcal per mole. The spin multiplicity is 1. For the largest force on an atom, the calculation gives 1.6 eV Å⁻¹. Its gap between HOMO and LUMO is 6.99 eV.

Positions of all 6 atoms, in Å:
C1 0.21412 1.03957 0.52293
S1 -1.82965 -1.44518 -0.71699
I1 -0.35543 0.26177 -1.36163
I2 1.20626 -0.57926 1.58876
I3 1.70667 2.42883 -0.32609
H1 -0.94197 -1.70574 0.29302


# C3H6OS2

2 unconnected molecules or ions with the total composition C3H6OS2 in a non-equilibrium geometry (wB97M-V/def2-TZVPD, OMol25).

For the energy above the lowest of the compared OMol25 structures with the same formula, charge and spin, the calculation gives 77.6 kcal per mole. The spin multiplicity is 1. For the largest force on an atom, the calculation gives 3.4 eV Å⁻¹. Its gap between HOMO and LUMO is 7.93 eV.

Positions of all 12 atoms, in Å:
C1 1.06973 0.24371 0.03696
C2 0.85160 -2.24037 0.17339
C3 -1.46678 1.91262 -0.24361
O1 1.44060 -0.93928 -0.24820
S1 1.62428 1.69195 0.10905
S2 -1.41204 0.25781 0.52744
H1 1.10806 -2.84701 -0.68541
H2 -0.30143 -2.02620 0.30731
H3 1.33647 -2.59627 1.15066
H4 -0.81611 2.54190 0.30911
H5 -2.47000 2.18603 -0.26828
H6 -0.96437 1.81513 -1.16842


# C9H17N3O2S

A single C9H17N3O2S molecule in a non-equilibrium geometry (wB97M-V/def2-TZVPD, OMol25).

For the energy above the lowest of the compared OMol25 structures with the same formula, charge and spin, the calculation gives 77.7 kcal per mole. The spin multiplicity is 1. Its structure (SMILES) is CSC1=NC(C)(C)NN1C(C)(C)C(=O)O. For the largest force on an atom, the calculation gives 5.0 eV Å⁻¹. Its gap between HOMO and LUMO is 9.19 eV.

Positions of all 32 atoms, in Å:
C1 0.33678 3.97022 0.62439
S1 1.43850 2.49165 0.30538
C2 0.23231 1.29310 -0.00788
N1 -0.95944 1.41328 -0.29242
C3 -1.50734 0.01630 -0.82763
C4 -2.79821 -0.33570 -0.23652
C5 -1.58058 0.16872 -2.34585
N2 -0.53904 -0.94486 -0.44086
N3 0.76195 -0.37176 -0.34159
C6 1.88046 -1.03823 0.23127
C7 1.92764 -2.48110 -0.31379
C8 2.09409 -1.06974 1.80571
C9 3.22524 -0.40837 -0.33814
O1 4.23171 -0.35946 0.30220
O2 3.07921 -0.04322 -1.61963
H1 -0.55570 3.58721 1.05560
H2 0.31886 4.50159 -0.23201
H3 0.96416 4.50575 1.31202
H4 -2.85190 -0.34763 0.91351
H5 -3.08404 -1.35166 -0.61757
H6 -3.53023 0.33080 -0.57088
H7 -1.97670 1.02532 -2.75909
H8 -1.94999 -0.62887 -2.87904
H9 -0.51528 0.20957 -2.63068
H10 -0.74990 -1.34539 0.52463
H11 1.50090 -2.52821 -1.26593
H12 1.32856 -3.02299 0.47160
H13 2.96011 -2.87088 -0.40149
H14 3.00734 -0.50785 1.90927
H15 2.24358 -2.05681 2.10296
H16 1.31049 -0.56452 2.43146
H17 2.05041 -0.06369 -1.78778


# C3H3O3Sr

A molecular structure, C3H3O3Sr in a non-equilibrium geometry (wB97M-V/def2-TZVPD, OMol25).

For the energy above the lowest of the compared OMol25 structures with the same formula, charge and spin, the calculation gives 54.6 kcal per mole. Its net charge is +3. The spin multiplicity is 1. For the largest force on an atom, the calculation gives 8.0 eV Å⁻¹. Its gap between HOMO and LUMO (spin up / spin down) is 8.33 / 8.34 eV.

Positions of all 10 atoms, in Å:
C1 -2.55376 0.12285 0.07294
C2 -2.81042 -1.20531 0.04773
O1 -2.99709 1.25858 0.13382
H1 -3.17455 -1.63480 -0.89221
H2 -3.03294 -1.70254 0.99952
H3 -2.34826 1.99186 0.03066
O2 -0.57653 -1.60732 -0.12156
C3 -0.16174 -0.47970 -0.12430
Sr1 2.74910 1.62687 -0.36533
O3 0.78787 0.22318 -0.10834


# C4H7NO

A single C4H7NO molecule (wB97M-V/def2-TZVPD, OMol25).

For the energy above the lowest of the compared OMol25 structures with the same formula, charge and spin, the calculation gives 69.9 kcal per mole. The spin multiplicity is 1. Its structure (SMILES) is C1N[C@H]1[C@H]1CO1. For the largest force on an atom, the calculation gives 0.7 eV Å⁻¹. Its gap between HOMO and LUMO is 10.84 eV.

Positions of all 13 atoms, in Å:
C1 -1.73874 -0.26662 -0.03765
N1 -1.20167 1.03859 0.33233
C2 -0.53935 0.26556 -0.71463
C3 0.77807 -0.42412 -0.46042
C4 1.80077 0.15911 0.39913
O1 1.01356 -0.92538 0.85766
H1 -1.56846 -1.09334 0.64669
H2 -2.70135 -0.25100 -0.53591
H3 -0.68946 0.94455 1.20574
H4 -0.65612 0.69769 -1.70757
H5 1.09376 -1.20592 -1.14576
H6 2.86219 -0.02761 0.26487
H7 1.54682 1.08849 0.89553


# C26H50O12

5 unconnected molecules or ions with the total composition C26H50O12 in a non-equilibrium geometry (wB97M-V/def2-TZVPD, OMol25).

For the energy above the lowest of the compared OMol25 structures with the same formula, charge and spin, the calculation gives 0.0 kcal per mole. The spin multiplicity is 1. Its structure (SMILES) is C=CC(=O)O[C@@H](CCO)OCCCC.CCOC(C)=O.CCOC(C)=O.CCOC(C)=O.CCOC(C)=O. For the largest force on an atom, the calculation gives 1.0 eV Å⁻¹. Its gap between HOMO and LUMO is 9.84 eV.

Positions of all 88 atoms, in Å:
C1 -1.93634 3.92955 -0.04399
C2 -2.04171 3.50622 -1.30044
C3 -2.83731 2.31511 -1.67008
O1 -3.05526 1.99584 -2.81504
O2 -3.36605 1.67825 -0.61026
C4 -3.66679 0.27320 -0.78124
C5 -2.41582 -0.52164 -1.10170
C6 -1.25573 -0.21546 -0.17779
O3 -0.23639 -1.17279 -0.42944
O4 -4.18986 -0.19966 0.41085
C7 -5.13160 0.62266 1.09337
C8 -6.45661 0.84643 0.36961
C9 -6.53282 2.02346 -0.62495
C10 -6.61797 1.61936 -2.10495
H1 -1.98956 3.22066 0.77364
H2 -1.83952 4.97839 0.20431
H3 -1.55814 4.03081 -2.11481
H4 -4.37654 0.16358 -1.60546
H5 -2.14693 -0.42643 -2.15208
H6 -2.69441 -1.56482 -0.93457
H7 -0.86298 0.79555 -0.32669
H8 -1.58974 -0.29027 0.86162
H9 0.60343 -0.81442 -0.11908
H10 -5.33273 0.07120 2.01111
H11 -4.68520 1.57318 1.39490
H12 -6.78411 -0.08974 -0.08768
H13 -7.17549 1.04727 1.16866
H14 -5.71287 2.72195 -0.45597
H15 -7.45266 2.56393 -0.39522
H16 -7.27317 2.29293 -2.65799
H17 -5.64931 1.65650 -2.60289
H18 -7.03268 0.61662 -2.21460
C11 -1.34436 2.81121 -5.69152
C12 -2.85213 2.78367 -5.81619
O5 -3.37092 4.02157 -6.32953
C13 -3.46012 4.28983 -7.64545
C14 -2.76829 3.38452 -8.64016
O6 -4.04140 5.28112 -7.99534
H19 -0.85675 2.93107 -6.66002
H20 -0.99040 1.88482 -5.23871
H21 -1.03857 3.64734 -5.06182
H22 -3.19863 1.94297 -6.41935
H23 -3.29346 2.67397 -4.83158
H24 -1.77322 3.78465 -8.83392
H25 -3.33818 3.41081 -9.56515
H26 -2.67726 2.35042 -8.32062
C15 2.99186 -3.63480 2.75197
C16 3.68006 -2.86450 1.64725
O7 2.99199 -1.65341 1.30877
C17 3.16786 -0.48938 1.96391
C18 3.91556 -0.46517 3.26981
O8 2.65022 0.49390 1.49605
H27 2.97484 -3.06721 3.68285
H28 3.50186 -4.57734 2.93782
H29 1.96037 -3.85246 2.47614
H30 4.72451 -2.65376 1.88377
H31 3.67334 -3.44407 0.72481
H32 3.20043 -0.57229 4.08459
H33 4.40456 0.49701 3.36877
H34 4.67345 -1.23944 3.35977
C19 2.31133 -9.49319 0.27345
C20 2.69753 -8.03023 0.31939
O9 2.37723 -7.42542 1.57772
C21 3.19867 -7.47387 2.64708
C22 4.39142 -8.40074 2.63219
O10 2.91867 -6.81267 3.60928
H35 2.86912 -10.07982 1.00360
H36 2.50756 -9.90327 -0.71756
H37 1.25054 -9.60706 0.49547
H38 3.74961 -7.87595 0.07565
H39 2.11790 -7.46500 -0.40847
H40 4.09304 -9.35035 3.07607
H41 5.16527 -7.95716 3.25309
H42 4.80638 -8.58642 1.64550
C23 5.61195 5.62230 3.58986
C24 4.59059 4.58732 3.16867
O11 4.87723 3.29286 3.71080
C25 4.47475 2.90352 4.93664
C26 3.93219 3.92344 5.90767
O12 4.61633 1.74840 5.23551
H43 5.60864 5.77595 4.66915
H44 5.40055 6.57694 3.10739
H45 6.61264 5.29966 3.30300
H46 3.57227 4.88885 3.41697
H47 4.62188 4.44154 2.09049
H48 4.75747 4.28667 6.51999
H49 3.21686 3.42087 6.55317
H50 3.43806 4.77039 5.44015


Per-record E, eV: -36186.625, -26923.077, -29006.541, -10102.806, -7796.615, -52341.645